The following is a DFT calculation (ωB97M-V/def2-TZVPD) of the molecule C2H4N2S3.

Output
SMILES = S=C1NCN(S)S1
HOMO = -8.49 eV
Kohn-Sham gap = 7.440 eV
electronic energy = -1382.5893 a.u.

Cartesian coordinates (Å):
C1 0.257 1.436 0.586
C2 -0.783 -0.412 -0.507
N1 -0.351 0.962 -0.463
N2 -0.313 -1.179 0.631
S1 0.964 2.897 0.555
S2 0.008 0.447 1.989
S3 0.868 -2.334 0.668
H1 -1.920 -0.345 -0.564
H2 -0.374 -1.053 -1.439
H3 -0.039 1.386 -1.290
H4 1.681 -1.804 -0.167

Atomic partial charges in e from the natural (NBO) method, atoms 1 to 8: C -0.128; C -0.073; N -0.602; N -0.668; S -0.127; S 0.374; S 0.338; H 0.207



The following is a DFT calculation (ωB97M-V/def2-TZVPD) of C31H26MnN2O3P as an isolated structure.

Output
HOMO (spin up / spin down) = -5.89 / -7.82 eV
2S+1 = 5
Kohn-Sham gap (spin up / spin down) = 6.031 / 7.505 eV
electronic energy = -3024.4583 a.u.

Cartesian coordinates (Å):
Mn1 -2.034 0.020 -0.222
C1 -2.814 -2.286 -3.619
C2 -2.339 -2.017 -2.217
O1 -2.355 -0.787 -1.836
C3 -1.914 -3.052 -1.407
C4 -1.527 -2.858 -0.063
C5 -0.988 -3.994 0.749
N1 -1.668 -1.677 0.492
N2 -1.291 -1.496 1.808
C6 -1.579 -0.298 2.215
O2 -2.125 0.614 1.442
C7 -1.348 0.062 3.632
C8 -1.693 1.343 4.063
C9 -1.500 1.712 5.384
C10 -0.959 0.806 6.285
C11 -0.621 -0.472 5.861
C12 -0.813 -0.847 4.543
H1 -3.198 -1.365 -4.051
H2 -3.605 -3.035 -3.613
H3 -1.996 -2.654 -4.238
H4 -1.871 -4.051 -1.815
H5 -0.728 -4.829 0.102
H6 -1.733 -4.321 1.476
H7 -0.117 -3.666 1.314
H8 -2.116 2.036 3.350
H9 -1.772 2.707 5.711
H10 -0.794 1.100 7.314
H11 -0.205 -1.179 6.568
H12 -0.563 -1.841 4.199
O3 -3.237 1.447 -0.798
C13 -2.076 1.832 -0.942
C14 -1.109 2.759 -1.216
C15 -1.340 4.114 -1.621
C16 -0.281 4.972 -1.741
C17 1.035 4.559 -1.479
C18 1.286 3.240 -1.108
C19 0.251 2.333 -1.001
P1 0.368 0.601 -0.481
C20 2.056 0.505 0.233
C21 2.196 0.595 1.616
C22 3.456 0.566 2.195
C23 4.583 0.446 1.398
C24 4.451 0.360 0.018
C25 3.194 0.388 -0.565
C26 0.681 -0.331 -2.030
C27 0.462 0.194 -3.297
C28 0.759 -0.565 -4.421
C29 1.273 -1.847 -4.284
C30 1.473 -2.383 -3.020
C31 1.171 -1.630 -1.898
H13 -2.354 4.444 -1.803
H14 -0.461 5.998 -2.038
H15 1.850 5.265 -1.565
H16 2.300 2.921 -0.900
H17 1.310 0.686 2.236
H18 3.559 0.632 3.271
H19 5.568 0.417 1.846
H20 5.330 0.272 -0.608
H21 3.096 0.329 -1.640
H22 0.079 1.202 -3.400
H23 0.601 -0.150 -5.408
H24 1.532 -2.428 -5.161
H25 1.854 -3.391 -2.911
H26 1.352 -2.027 -0.904

Atomic partial charges in e from the natural (NBO) method, atoms 1 to 8: Mn 1.111; C -0.680; C 0.523; O -0.681; C -0.465; C 0.354; C -0.668; N -0.417



The following is a DFT calculation (ωB97M-V/def2-TZVPD) of the molecule C3H5N3S2.

Output
SMILES = Nc1cc(S)n(S)n1
HOMO = -8.35 eV
Kohn-Sham gap = 8.842 eV
electronic energy = -1077.8539 a.u.

Cartesian coordinates (Å):
C1 0.720 -0.452 1.638
C2 0.801 0.893 1.140
C3 0.184 0.839 -0.101
H1 1.299 -1.921 3.123
H2 1.791 -0.198 3.205
H3 1.571 1.743 1.559
H4 0.196 3.120 -1.283
H5 -2.384 -0.420 -1.087
N1 0.995 -0.808 2.990
N2 -0.129 -0.582 -0.155
N3 0.152 -1.389 0.921
S1 0.032 1.792 -1.656
S2 -1.271 -1.201 -1.336

Atomic partial charges in e from the natural (NBO) method, atoms 1 to 8: C 0.294; C -0.385; C 0.031; H 0.390; H 0.361; H 0.244; H 0.158; H 0.117



The following is a DFT calculation (ωB97M-V/def2-TZVPD) of the molecule C3H5NO.

Output
SMILES = O=C[C@H]1CN1
HOMO = -9.49 eV
Kohn-Sham gap = 10.166 eV
electronic energy = -247.2104 a.u.

Cartesian coordinates (Å):
O1 1.556 0.090 1.612
C1 1.349 -0.321 0.487
C2 0.341 0.261 -0.426
C3 -1.152 -0.096 -0.397
N1 -0.670 1.144 0.139
H1 1.941 -1.154 0.069
H2 0.325 -0.004 -1.467
H3 -1.701 0.065 -1.333
H4 -1.417 -0.969 0.171
H5 -0.572 0.983 1.145

Atomic partial charges in e from the natural (NBO) method, atoms 1 to 8: O -0.534; C 0.400; C -0.265; C -0.202; N -0.541; H 0.119; H 0.251; H 0.198



The following is a DFT calculation (ωB97M-V/def2-TZVPD) of a 2-piece molecular cluster, C11H24BrN2O3P overall.

Output
HOMO = -6.69 eV
Kohn-Sham gap = 5.315 eV
electronic energy = -3684.1321 a.u.

Cartesian coordinates (Å):
C1 -0.628 1.737 -3.595
C2 0.004 0.782 -2.596
O1 -0.276 -0.587 -2.897
P1 -0.581 -1.569 -1.638
O2 -1.096 -2.814 -2.226
C3 0.851 -1.957 -0.598
C4 0.572 -1.583 0.874
C5 0.764 -0.152 1.316
C6 0.668 -0.193 2.854
N1 -0.451 0.568 3.441
C7 2.015 0.273 3.441
C8 2.734 0.726 2.222
N2 2.105 0.493 1.138
C9 2.734 0.936 -0.119
O3 -1.619 -0.874 -0.653
C10 -2.905 -0.633 -1.265
C11 -3.337 0.834 -1.173
H1 -0.500 1.411 -4.626
H2 -0.075 2.680 -3.510
H3 -1.660 1.984 -3.353
H4 1.090 0.920 -2.674
H5 -0.291 1.089 -1.586
H6 1.790 -1.567 -1.003
H7 0.971 -3.038 -0.638
H8 1.111 -2.270 1.529
H9 -0.505 -1.775 1.034
H10 0.025 0.588 0.996
H11 0.538 -1.206 3.241
H12 -0.241 0.677 4.428
H13 -1.271 -0.044 3.402
H14 2.640 -0.561 3.798
H15 1.995 0.960 4.286
H16 3.701 1.214 2.273
H17 2.568 2.002 -0.261
H18 3.809 0.773 -0.046
H19 2.384 0.370 -0.973
H20 -3.623 -1.232 -0.711
H21 -2.954 -0.955 -2.305
H22 -2.646 1.462 -0.611
H23 -4.338 0.927 -0.754
H24 -3.399 1.249 -2.184
Br1 -2.673 -1.645 1.721

Atomic partial charges in e from the natural (NBO) method, atoms 1 to 8: C -0.624; C -0.077; O -0.792; P 2.378; O -1.104; C -0.815; C -0.499; C -0.070



The following is a DFT calculation (ωB97M-V/def2-TZVPD) of the molecule C15H11BO3.

Output
SMILES = CB(O)c1ccc2c(c1)C(=O)c1ccccc1C2=O
HOMO = -9.05 eV
Kohn-Sham gap = 7.936 eV
electronic energy = -828.5161 a.u.

Cartesian coordinates (Å):
C1 4.936 -0.545 -0.943
B1 4.129 0.876 -0.706
O1 4.734 2.139 -1.092
C2 2.648 0.768 -0.001
C3 2.468 0.283 1.464
C4 1.108 0.119 2.181
C5 -0.173 0.472 1.340
C6 -0.021 0.971 -0.147
C7 1.367 1.117 -0.810
C8 -1.422 1.264 -0.895
O2 -1.599 2.260 -1.639
C9 -2.581 0.193 -0.561
C10 -3.561 -0.389 -1.602
C11 -4.675 -1.412 -1.174
C12 -4.828 -1.898 0.307
C13 -3.825 -1.307 1.349
C14 -2.735 -0.303 0.911
C15 -1.658 0.300 1.952
O3 -1.937 0.587 3.139
H1 6.007 -0.399 -0.566
H2 4.410 -1.314 -0.262
H3 4.890 -0.892 -2.040
H4 4.862 2.048 -2.066
H5 3.423 0.001 2.044
H6 0.985 -0.253 3.256
H7 1.439 1.485 -1.898
H8 -3.470 -0.075 -2.703
H9 -5.427 -1.835 -1.938
H10 -5.606 -2.654 0.653
H11 -3.888 -1.606 2.447

Atomic partial charges in e from the natural (NBO) method, atoms 1 to 8: C -1.026; B 1.049; O -0.908; C -0.357; C -0.189; C -0.187; C -0.100; C -0.107



The following is a DFT calculation (ωB97M-V/def2-TZVPD) of an isolated ion of composition C2HClNO2 and charge -1.

Output
SMILES = [H]/N=C(\Cl)C(=O)[O-]
HOMO = -4.27 eV
charge = -1
Kohn-Sham gap = 7.943 eV
electronic energy = -742.3013 a.u.

Cartesian coordinates (Å):
C1 -0.218 0.239 0.266
C2 0.947 -0.340 -0.592
N1 -1.103 -0.535 0.635
O1 1.838 -0.816 0.092
O2 0.732 -0.300 -1.797
Cl1 -0.198 2.033 0.290
H1 -1.998 -0.281 1.105

Need the natural (NBO) charges? In units of e they are: C 0.241; C 0.713; N -0.672; O -0.733; O -0.732; Cl -0.156; H 0.340



The following is a DFT calculation (ωB97M-V/def2-TZVPD) of a 2-piece molecular cluster, C5H14NO overall.

Output
HOMO = -13.15 eV
charge = +1
Kohn-Sham gap = 8.295 eV
electronic energy = -328.5242 a.u.

Cartesian coordinates (Å):
C1 -0.193 -2.427 0.814
C2 -1.479 -1.638 0.868
C3 -1.585 -0.070 0.940
C4 -1.317 0.567 -0.368
C5 -0.707 1.734 -0.664
N1 0.563 1.555 -1.428
H1 0.592 -2.048 0.000
H2 -0.323 -3.505 0.594
H3 0.324 -2.394 1.756
H4 -1.981 -2.062 1.749
H5 -2.183 -1.858 0.068
H6 -0.837 0.330 1.651
H7 -2.602 0.106 1.363
H8 -2.005 0.086 -1.124
H9 -0.717 2.712 -0.248
H10 0.605 0.699 -2.027
H11 1.331 1.481 -0.713
H12 0.633 2.409 -2.015
H13 4.679 1.174 -0.634
H14 3.495 1.766 0.139
O1 3.706 1.381 -0.722

Atomic partial charges in e from the natural (NBO) method, atoms 1 to 8: C -0.612; C -0.388; C -0.472; C -0.112; C -0.104; N -0.699; H 0.180; H 0.245



Q: Look up the electronic energy of the second one.
A: -3024.4583 a.u.